Arrangement i

Below is a gas-phase ion, C3H7NOP (charge +1), with properties calculated with ωB97M-V with the def2-TZVPD basis set.

```
13
Properties=species:S:1:pos:R:3
C 2.0800 -0.0433 0.4050
C 0.6276 0.5670 -0.1174
P -0.7316 -0.7568 -0.3569
O -1.9723 -0.7339 0.9047
C -3.0886 0.1605 0.4552
N -3.6727 1.2583 0.0223
H 2.4201 -0.8697 -0.3701
H 1.9961 -0.4922 1.5071
H 2.8359 0.8652 0.3671
H 0.8383 1.0240 -1.1997
H 0.2816 1.4721 0.5485
H -0.1682 -2.0683 -0.5805
H -1.4463 -0.3830 -1.5852
```

Kohn-Sham gap	9.77	eV
charge	+1
HOMO level	-15.815	eV
lowest unoccupied orbital energy	-6.05	eV

Arrangement ii

Below is a molecular structure, C3H7NOP, with properties calculated with ωB97M-V with the def2-TZVPD basis set.

```
13
Properties=species:S:1:pos:R:3
C 0.7925 0.4043 -1.1167
C 0.3442 -1.0603 -1.0159
C -0.1772 -0.0134 -0.0608
N 0.1665 0.2856 1.3244
O -2.4802 0.5691 1.4745
P -2.4855 0.3591 0.0064
H 1.7140 0.7849 -0.8236
H 0.5903 0.7943 -2.0853
H -0.2419 -1.5850 -1.6807
H 1.1876 -1.7091 -0.6512
H -0.7920 0.7092 1.5862
H 0.8119 0.9900 1.3192
H 0.5698 -0.5287 1.7236
```

Kohn-Sham gap	7.99	eV
charge	+1
HOMO level	-13.765	eV
lowest unoccupied orbital energy	-5.78	eV

The most stable arrangement is arrangement ii, and the next structure is 2.641 eV less stable.

Arrangement i

Below is a molecular structure, CH2N2O3S, with properties calculated with ωB97M-V with the def2-TZVPD basis set.

```
9
Properties=species:S:1:pos:R:3
C 0.2848 -1.6565 0.7526
N -0.4723 -0.7198 0.7075
N 0.7800 0.7247 -1.4842
O 1.0312 -2.5335 0.5976
O -1.6029 0.9559 -0.7989
O 0.1274 1.9489 0.6642
S -0.2414 1.1525 -0.4341
H -1.4816 -0.8883 0.8927
H 1.5747 1.0162 -0.8974
```

Kohn-Sham gap	11.11	eV
charge	0
HOMO level	-11.171	eV
lowest unoccupied orbital energy	-0.06	eV

Arrangement ii

Below is CH2N2O3S in the gas phase, with properties calculated with ωB97M-V with the def2-TZVPD basis set.

```
9
Properties=species:S:1:pos:R:3
C -0.7555 0.7206 -0.5446
N 0.3792 0.0686 -1.0047
N -0.4272 0.6187 0.9150
O -1.6508 1.2037 -1.1079
O 0.1882 -1.8193 0.5288
O 2.0533 -0.3654 1.0243
S 0.7278 -0.4695 0.5731
H 0.6749 -0.3399 -1.8614
H -1.1899 0.3825 1.4773
```

Kohn-Sham gap	11.59	eV
charge	0
HOMO level	-11.106	eV
lowest unoccupied orbital energy	0.48	eV

The most stable arrangement is arrangement ii, and the next structure is 0.664 eV less stable.